# 1
Molecular formula: CHN3O2
Method: DFT, the ωB97M-V functional and the def2-TZVPD basis

Calculated values
HOMO level in eV: -10.71
HOMO-LUMO gap in eV: 11.1

The geometry in XYZ format:
```
7
Properties=species:S:1:pos:R:3:forces:R:3
O -1.15381 1.14965 -0.06221 -0.47 -0.48 0.70
N 1.02217 0.17608 -0.83147 -0.16 1.03 -0.81
N 0.77949 -0.51226 0.17067 0.61 0.09 0.12
H 1.07531 -1.47577 0.18393 0.35 -0.12 -0.51
O -1.48380 -0.60454 1.43471 -0.02 0.45 -0.35
N 0.96959 1.03741 -1.55775 0.75 -1.33 0.47
C -1.20895 0.22944 0.66211 -1.07 0.36 0.38
```
Positions in Å, forces in eV/Å.

natural (NBO) atomic charge list, values in e, 6 entries:
1. O -0.557
2. N 0.242
3. N -0.595
4. H 0.396
5. O -0.537
6. N 0.025

***

# 2
Molecular formula: C4H8N2O
Method: DFT, the ωB97M-V functional and the def2-TZVPD basis

Calculated values
HOMO level in eV: -9.58
SMILES string: C[C@@]1(C(N)=O)CN1
HOMO-LUMO gap in eV: 10.6

The geometry in XYZ format:
```
15
Properties=species:S:1:pos:R:3:forces:R:3
H -1.10258 -1.25150 1.42097 -0.24 -0.01 0.14
H 0.19092 -1.66010 -1.27421 -0.09 0.06 0.14
O -0.45609 1.81925 1.33172 0.00 -0.40 0.02
C -0.71695 0.17421 -1.41505 -0.10 0.23 -0.19
N -1.07749 -0.32940 1.82600 -0.02 0.03 0.06
C 1.61921 0.18988 -0.24028 0.07 0.04 -0.02
H -1.60188 -0.10051 2.65626 0.12 0.00 -0.15
H -0.22369 0.38332 -2.36147 -0.06 -0.12 0.11
H 1.93210 1.18964 0.06798 -0.01 -0.08 -0.08
H -1.73083 0.55655 -1.32348 0.18 -0.01 -0.06
N -0.50631 -1.12432 -0.76011 0.10 -0.20 0.01
C -0.50791 0.63098 1.06622 0.05 0.06 0.01
H 2.05937 -0.53827 0.45279 -0.05 0.14 -0.09
H 2.00534 -0.01770 -1.24396 -0.07 0.06 0.10
C 0.11678 0.07798 -0.20337 0.12 0.20 0.00
```
Positions in Å, forces in eV/Å.

natural (NBO) atomic charge list, values in e, 6 entries:
1. H 0.416
2. H 0.355
3. O -0.616
4. C -0.236
5. N -0.817
6. C -0.614

***

# 3
Molecular formula: C2H8NO2
Method: DFT, the ωB97M-V functional and the def2-TZVPD basis

Calculated values
HOMO level in eV: -15.55
Charge: +1
HOMO-LUMO gap in eV: 12.2

The geometry in XYZ format:
```
13
Properties=species:S:1:pos:R:3:forces:R:3
C -0.41598 0.66561 2.05932 0.23 0.50 -0.13
H -1.18690 -0.39791 -1.12316 -0.40 -0.58 -0.49
H -0.02407 0.76934 -1.54961 0.28 0.02 0.05
H -0.71989 2.50418 1.88127 0.53 0.42 0.23
H -0.14548 -0.54065 -2.69894 -0.65 -0.27 -0.02
C -0.25279 -0.28871 -1.65117 0.79 0.95 0.40
H 0.65967 -0.99148 0.11848 -0.33 0.51 -0.03
H -0.55779 0.61412 3.14185 -0.25 0.01 0.10
H 0.68257 -2.06543 -1.08410 0.06 -0.04 -0.25
N 0.77955 -1.06646 -0.90085 0.23 -0.70 0.27
O -0.52610 -0.28135 1.33412 0.37 -0.26 0.12
O -0.03115 1.88240 1.59288 -0.87 -0.65 -0.07
H 1.73835 -0.80365 -1.12007 0.01 0.08 -0.19
```
Positions in Å, forces in eV/Å.

natural (NBO) atomic charge list, values in e, 6 entries:
1. C 0.686
2. H 0.254
3. H 0.238
4. H 0.511
5. H 0.239
6. C -0.422

***

# 4
Molecular formula: C4H14N3O
Method: DFT, the ωB97M-V functional and the def2-TZVPD basis

Calculated values
HOMO level in eV: -13.20
Charge: +1
HOMO-LUMO gap in eV: 10.6

The geometry in XYZ format:
```
22
Properties=species:S:1:pos:R:3:forces:R:3
H -1.27364 -0.39368 -1.96082 -0.12 -0.54 0.29
H 0.29562 -2.05013 -0.87357 -0.35 -0.67 0.00
H 0.06925 0.92995 -0.57319 0.45 -0.01 0.18
H -2.35676 3.06967 2.02981 -0.03 -0.02 -0.16
N 2.91671 -1.76068 0.22259 0.83 0.06 -0.69
N 1.04241 -0.35457 -0.08995 0.67 -0.22 0.42
H -1.05054 1.84304 -1.53237 0.20 0.02 -0.17
H 0.37549 -2.16387 0.91910 0.29 0.16 -0.13
H -1.34196 -0.37238 1.07664 0.14 -0.06 0.18
C -1.64816 -0.10504 -0.97163 0.49 1.37 -0.84
C -1.25227 -0.99100 0.17963 -0.85 -0.19 0.34
H -1.97646 -1.78711 0.34820 0.05 -0.15 -0.31
O -1.93813 3.14215 1.16157 0.13 -0.08 0.19
H 3.93971 -1.74992 0.11892 -0.82 0.03 0.15
H 2.96075 0.29016 -0.19812 0.08 -0.01 0.27
H 2.52465 -2.60902 -0.19040 -0.09 0.44 0.46
H -1.27321 3.83150 1.27591 -0.06 0.05 -0.02
H -2.69790 0.15628 -1.10141 -0.07 -0.38 0.37
H -1.31080 1.71472 0.06527 0.03 0.16 0.33
N -0.92307 1.21925 -0.74208 -1.10 0.00 -0.40
C 0.15840 -1.51326 0.06379 0.19 0.48 -0.34
C 2.30313 -0.55725 -0.02813 -0.06 -0.44 -0.12
```
Positions in Å, forces in eV/Å.

natural (NBO) atomic charge list, values in e, 6 entries:
1. H 0.214
2. H 0.196
3. H 0.465
4. H 0.498
5. N -0.810
6. N -0.582

***

# 5
Molecular formula: C5H9N
Method: DFT, the ωB97M-V functional and the def2-TZVPD basis

Calculated values
HOMO level in eV: -9.18
SMILES string: C#C[C@@H](C)NC
HOMO-LUMO gap in eV: 10.2

The geometry in XYZ format:
```
15
Properties=species:S:1:pos:R:3:forces:R:3
C 2.67192 -0.50529 -0.01474 -3.25 0.81 0.29
H -2.96994 -1.20276 -0.27763 1.02 1.21 1.11
H 0.60611 2.25106 0.44255 -0.47 -1.22 -0.60
H -2.23536 -0.28940 1.29837 -0.24 -0.36 -2.03
C 0.07211 0.05547 0.24455 0.28 2.74 1.17
H -2.57514 0.57868 -0.35381 0.56 -1.50 0.88
H -0.61728 -1.72747 -0.19920 -0.47 -0.25 0.00
C -0.08436 1.55213 -0.12497 1.64 0.91 -1.40
N -0.88491 -0.77470 -0.40171 -1.06 0.32 -0.07
C 1.47850 -0.20827 0.03475 3.48 -2.11 0.05
H 0.09818 1.73058 -1.24581 -0.30 -0.36 1.61
H -0.15667 0.06807 1.34177 0.62 -0.28 -0.25
H -1.04332 1.89486 0.12798 -1.44 0.45 0.14
H 3.68951 -0.79191 0.06627 0.17 0.07 -0.21
C -2.23845 -0.40883 0.12898 -0.54 -0.42 -0.68
```
Positions in Å, forces in eV/Å.

natural (NBO) atomic charge list, values in e, 6 entries:
1. C -0.287
2. H 0.218
3. H 0.222
4. H 0.173
5. C -0.178
6. H 0.205

***

# 6
Molecular formula: H8O4
Method: DFT, the ωB97M-V functional and the def2-TZVPD basis

Calculated values
HOMO level in eV: -11.42
SMILES string: O.O.O.O
HOMO-LUMO gap in eV: 12.0

The geometry in XYZ format:
```
12
Properties=species:S:1:pos:R:3:forces:R:3
O 0.17058 -1.50428 -0.47107 -0.22 0.16 0.01
H 5.10147 -1.29283 -3.31538 0.08 -0.12 -0.21
H -1.15494 1.92637 3.18930 0.08 -0.08 -0.24
H 1.07513 -1.43164 -0.77562 0.26 0.07 -0.14
H -4.43080 0.15318 -0.11312 -0.07 -0.09 0.21
O 4.59690 -0.89618 -2.60523 -0.25 -0.01 0.06
H -3.34873 0.40666 -1.14112 0.27 -0.04 -0.08
O -1.36798 2.05314 4.11383 0.03 -0.15 0.18
O -4.28945 0.50307 -0.99280 -0.18 0.12 -0.13
H 0.13871 -2.34339 -0.01159 -0.05 -0.21 0.12
H 5.25609 -0.50526 -2.03175 0.14 0.12 0.17
H -1.74699 2.93116 4.15456 -0.10 0.22 0.05
```
Positions in Å, forces in eV/Å.

natural (NBO) atomic charge list, values in e, 6 entries:
1. O -0.941
2. H 0.469
3. H 0.468
4. H 0.473
5. H 0.467
6. O -0.938